Entry 1:
DFT (ωB97M-V/def2-TZVPD) results for 8 unconnected molecules or ions with the total composition C19H57NO10PS.

Last column: Mulliken charge in e.
Atoms and positions in Å:
C -2.16314 4.45406 0.67106  -0.409
C -1.86582 4.86213 -0.77225  -0.565
C -2.63577 4.11072 -1.83370  -0.600
O -2.34994 2.66443 -1.94762  -0.194
S -0.88732 2.14591 -1.56526  0.268
C -1.15244 0.33112 -1.57348  -0.444
O -1.54028 -0.18914 -0.37263  0.180
C -2.80685 0.23263 0.14782  -0.884
P 0.25791 2.44716 -3.47880  0.211
N 1.78617 2.43526 -2.78087  -0.454
O 0.22103 0.93382 -4.08359  -0.361
H -3.23301 4.28322 0.79631  0.309
H -1.89267 5.25784 1.34530  0.219
H -1.61195 3.57353 0.99085  -0.050
H -0.79005 4.83975 -0.96958  0.208
H -2.15784 5.90331 -0.91026  0.456
H -2.49024 4.53386 -2.82467  0.325
H -3.69824 4.13681 -1.60871  0.368
H -1.83004 0.09894 -2.40093  0.579
H -0.15071 -0.04575 -1.78907  0.059
H -2.70245 1.18194 0.66742  0.258
H -3.54494 0.31788 -0.65012  0.411
H -3.11542 -0.53108 0.85176  0.275
H 1.88014 2.21500 -1.79571  0.266
H 2.25442 3.31984 -2.95488  0.291
H -0.47355 0.83541 -4.75657  0.322
C 2.78076 -2.16091 -4.48647  -1.176
C 1.35020 -2.65597 -4.47420  -0.134
O 0.60625 -2.12475 -3.36663  -0.256
H 3.28288 -2.42673 -3.55629  0.295
H 3.33330 -2.59887 -5.31765  0.386
H 2.81444 -1.07347 -4.59284  0.288
H 1.31794 -3.73850 -4.35424  0.219
H 0.84655 -2.40735 -5.41399  0.314
H 0.62666 -1.16556 -3.45502  0.074
C -1.78871 -3.71695 -1.21873  -0.619
C -1.08724 -4.93603 -1.77769  -0.277
O -1.28536 -5.04401 -3.18619  -0.533
H -2.86087 -3.75491 -1.41728  0.310
H -1.63492 -3.62059 -0.14283  0.283
H -1.38580 -2.82592 -1.70799  -0.091
H -1.47814 -5.85470 -1.34288  0.438
H -0.01584 -4.88298 -1.55473  0.248
H -0.93606 -4.23939 -3.58681  0.238
C 0.35411 -2.35275 2.04804  -0.374
C -0.28725 -1.46667 3.09436  -0.376
O -0.08919 -0.07675 2.82255  -0.462
H 1.42369 -2.15392 1.99614  0.050
H 0.21997 -3.40536 2.29497  0.357
H -0.08004 -2.17200 1.05814  -0.068
H 0.16432 -1.64605 4.06830  0.347
H -1.35997 -1.67804 3.17265  0.236
H -0.49905 0.09551 1.96988  0.189
C 4.60661 -3.92655 2.75341  -1.002
C 3.88395 -2.95860 3.66994  -0.265
O 2.59641 -3.43293 4.05516  -0.443
H 4.01253 -4.12122 1.85957  0.263
H 5.57478 -3.52639 2.45003  0.338
H 4.77964 -4.88041 3.25613  0.313
H 3.70376 -2.01041 3.16235  0.277
H 4.48906 -2.74809 4.55737  0.314
H 2.71377 -4.26314 4.52901  0.262
C 0.73320 3.14888 4.02704  -1.083
C 0.49068 4.64274 3.97439  -0.148
O -0.86414 4.93322 3.58837  -0.476
H 0.49799 2.68552 3.06773  0.140
H 1.77200 2.92747 4.27162  0.404
H 0.10216 2.67135 4.77951  0.322
H 1.10860 5.11566 3.21264  0.276
H 0.71655 5.12556 4.92603  0.305
H -1.45040 4.54230 4.24587  0.247
C 0.45830 -7.24496 -6.00285  -0.775
C -0.09015 -8.31419 -5.07801  -0.254
O 0.44066 -8.18896 -3.76308  -0.527
H 1.54615 -7.30633 -6.05246  0.268
H 0.05772 -7.34257 -7.01293  0.339
H 0.19634 -6.25445 -5.62113  0.115
H 0.18828 -9.30820 -5.42536  0.307
H -1.18337 -8.26430 -5.04103  0.247
H 0.17894 -7.31928 -3.44012  0.272
C -1.45746 8.38454 6.01955  -1.017
C -0.64602 8.76316 4.79488  -0.206
O -0.00155 7.64070 4.20562  -0.450
H -0.82053 7.90520 6.76355  0.258
H -1.91837 9.26370 6.47126  0.365
H -2.25432 7.68497 5.75408  0.283
H 0.15145 9.45446 5.06448  0.281
H -1.28414 9.26436 4.05829  0.269
H -0.66874 6.99223 3.94472  0.228

Computed properties:
* HOMO-LUMO gap: 7.535 eV
* molar mass: 522.70 g mol⁻¹
* HOMO energy: -11.36 eV
* total charge: +1

Entry 2:
DFT (ωB97M-V/def2-TZVPD) results for 8 unconnected molecules or ions with the total composition C19H57O22P3.

Last column: Mulliken charge in e.
Atoms and positions in Å:
C -1.71577 1.69613 2.30505  -0.762
O -0.96360 0.55201 2.14217  -0.246
P -0.04963 0.46093 0.77660  0.919
O 0.84123 1.62934 0.53948  -0.690
O 0.81204 -0.85422 0.89135  -0.266
C 0.65838 -1.78814 1.94585  -0.645
O -1.09211 0.11821 -0.41862  -0.227
C -2.16724 -0.80023 -0.21771  -0.568
H -2.38694 1.39390 3.10898  0.234
H -2.13349 2.12353 1.39349  0.323
H -0.89941 2.36420 2.57957  0.328
H 0.22970 -1.38873 2.86498  0.304
H 1.62976 -2.13741 2.29590  0.281
H 0.08337 -2.64333 1.59075  0.267
H -2.98001 -0.57392 0.47243  0.261
H -1.75652 -1.71732 0.20460  0.219
H -2.48824 -1.05966 -1.22655  0.269
C -3.69410 -5.87105 -9.98650  -0.642
O -4.23843 -4.84529 -9.16022  -0.309
P -3.82587 -4.55322 -7.61293  0.999
O -2.40679 -4.43333 -7.28924  -0.610
O -4.47534 -5.84180 -6.85851  -0.324
C -4.41897 -5.98587 -5.44858  -0.640
O -4.68392 -3.33941 -7.09007  -0.287
C -4.31253 -2.06287 -7.56374  -0.670
H -3.38697 -5.55428 -10.98321  0.273
H -4.55025 -6.50738 -10.21055  0.273
H -2.91034 -6.45322 -9.50185  0.300
H -4.28304 -7.00647 -5.09083  0.251
H -5.29657 -5.43887 -5.10403  0.240
H -3.50712 -5.45057 -5.18382  0.313
H -4.08956 -2.07840 -8.63058  0.312
H -3.58169 -1.47421 -7.00925  0.264
H -5.22300 -1.49426 -7.37447  0.258
C 9.62292 6.24822 7.72867  -0.708
O 9.16088 5.15635 7.10969  -0.283
P 8.06662 5.28353 5.95309  1.058
O 8.20458 6.49781 5.11513  -0.665
O 6.71742 5.10015 6.77747  -0.303
C 5.43261 5.15887 6.06181  -0.798
O 8.16213 3.82084 5.34295  -0.333
C 7.38193 3.55072 4.15795  -0.682
H 8.82456 6.63821 8.36005  0.283
H 9.97197 7.06022 7.09077  0.323
H 10.55494 5.94748 8.20719  0.248
H 4.95955 4.20886 5.81326  0.335
H 5.47197 5.55182 5.04586  0.339
H 4.71175 5.80887 6.55776  0.311
H 6.71089 2.69353 4.21282  0.285
H 8.07592 3.24252 3.37597  0.286
H 6.81299 4.39539 3.76944  0.305
O -2.71909 8.94869 -0.18326  -0.496
C -1.81185 8.45803 -1.11513  -0.316
C -0.37735 8.55934 -0.57557  -0.385
O -0.24910 7.62571 0.55204  -0.503
H -2.56855 9.89005 -0.07008  0.298
H -1.98101 7.38124 -1.11488  0.212
H -2.01587 8.96778 -2.05674  0.302
H -0.05493 9.55957 -0.28631  0.297
H 0.38573 8.28008 -1.30208  0.286
H 0.16310 6.84536 0.17422  0.306
O -1.36826 -1.12772 10.98017  -0.552
C -1.87057 -1.82211 9.73458  -0.277
C -0.70768 -2.59238 9.15259  -0.468
O 0.34781 -1.68048 8.90928  -0.513
H -2.09773 -0.96824 11.58352  0.284
H -2.64756 -2.53787 10.00305  0.304
H -2.34052 -1.21340 8.96211  0.267
H -0.96551 -3.20632 8.28963  0.331
H -0.40403 -3.41383 9.80152  0.260
H 0.34877 -1.13135 9.69672  0.363
O -6.67354 -4.31435 1.48646  -0.527
C -6.84302 -3.78492 2.82477  -0.366
C -8.18088 -3.14378 3.09124  -0.322
O -9.23363 -4.08621 2.98631  -0.503
H -7.22108 -5.09180 1.35474  0.289
H -6.62044 -4.64417 3.45742  0.276
H -6.06295 -3.04460 3.00230  0.280
H -8.27949 -2.30461 2.40264  0.236
H -8.28867 -2.66360 4.06382  0.332
H -9.20752 -4.41817 2.08591  0.305
O 4.06370 1.17731 -6.43700  -0.506
C 2.99784 1.96866 -5.85827  -0.292
C 1.81311 2.29037 -6.73605  -0.275
O 0.89645 3.18081 -6.12550  -0.508
H 3.86443 0.24348 -6.33763  0.284
H 2.60174 1.64989 -4.89412  0.270
H 3.59485 2.86232 -5.67649  0.234
H 1.29352 1.39757 -7.08395  0.275
H 2.16263 2.77294 -7.64877  0.218
H 0.16903 2.69494 -5.73004  0.299
O 2.01895 -6.65081 -4.60001  -0.483
C 3.21206 -6.03930 -4.23014  -0.360
C 3.28036 -4.51626 -4.56635  -0.443
O 3.40367 -4.28000 -6.01229  -0.521
H 2.10178 -6.38190 -5.51785  0.308
H 3.39407 -6.15824 -3.16205  0.334
H 3.99813 -6.66086 -4.65894  0.268
H 4.13389 -4.13364 -4.00671  0.298
H 2.48906 -3.86914 -4.18797  0.282
H 2.47551 -4.22229 -6.25063  0.318

Computed properties:
* energy above the lowest of the compared OMol25 structures with the same formula, charge and spin: 3.963 eV
* HOMO-LUMO gap: 10.022 eV
* molar mass: 730.57 g mol⁻¹
* HOMO energy: -9.98 eV
* total charge: 0

Entry 3:
DFT (ωB97M-V/def2-TZVPD) results for a molecular structure, C19H5Cl60I2.

Last column: Mulliken charge in e.
Atoms and positions in Å:
C 0.79156 -2.79052 1.57055  -1.782
C 1.20373 -2.04635 2.66037  0.951
I 2.11196 -3.29248 4.09872  -0.089
C 1.23845 -0.70952 3.01726  -0.198
C 1.73499 0.00665 4.21824  -1.202
I 0.41544 0.56854 1.64816  0.135
H -0.12284 -2.44196 1.08285  -0.091
H 0.72207 -3.85972 1.72765  0.933
H 2.10778 0.99779 3.94756  0.328
H 0.98215 0.16218 5.02039  0.200
H 2.56572 -0.55812 4.65738  0.394
C -1.70097 4.47246 0.06707  0.159
Cl -0.92347 3.05563 -0.60726  0.157
Cl -2.24249 4.16877 1.71046  -0.076
Cl -0.54437 5.81924 0.05455  -0.120
Cl -3.08102 4.91665 -0.95458  -0.102
C -2.61950 -0.79644 5.55809  0.025
Cl -1.16471 -1.10131 4.64614  0.179
Cl -2.95098 -2.15055 6.65496  0.015
Cl -2.45617 0.68823 6.51263  -0.136
Cl -3.96963 -0.63230 4.42322  -0.039
C -6.48587 2.31063 6.24326  0.290
Cl -6.58773 3.84775 7.11524  -0.111
Cl -8.10486 1.84010 5.70631  -0.110
Cl -5.43753 2.49874 4.84471  -0.031
Cl -5.84335 1.07124 7.31548  -0.058
C 1.22020 4.04933 -4.38307  0.013
Cl -0.06546 4.66791 -3.35807  0.089
Cl 1.58276 2.44019 -3.76439  0.036
Cl 0.65283 4.02356 -6.05355  0.015
Cl 2.67875 5.04199 -4.25331  -0.124
C 4.92669 -5.16315 1.08364  0.126
Cl 6.30975 -4.38247 1.88558  -0.143
Cl 4.36669 -6.48079 2.12324  -0.105
Cl 3.66287 -3.98812 0.86460  0.204
Cl 5.46065 -5.82541 -0.46359  -0.078
C 1.46500 -7.78729 -1.49373  0.216
Cl 1.76943 -6.35884 -0.53082  0.134
Cl -0.27155 -8.03084 -1.71209  -0.099
Cl 2.23020 -7.61234 -3.08249  -0.121
Cl 2.14799 -9.20702 -0.68346  -0.127
C 0.49516 -0.91881 -2.06455  -0.244
Cl -0.00827 -2.20986 -3.16040  -0.137
Cl 0.39082 -1.43027 -0.38809  -0.028
Cl 2.15205 -0.42157 -2.43364  -0.085
Cl -0.55473 0.47580 -2.32783  0.193
C 6.58928 3.61127 -1.72563  0.273
Cl 5.13749 4.07404 -2.61695  -0.008
Cl 7.37690 2.26015 -2.54715  -0.078
Cl 7.70363 4.98468 -1.65988  -0.121
Cl 6.14716 3.12779 -0.09294  -0.087
C -1.10147 6.63165 -8.85459  0.270
Cl -2.69368 5.94903 -9.20875  -0.098
Cl -0.77904 7.97258 -9.95863  -0.111
Cl -1.07332 7.21695 -7.19287  0.015
Cl 0.12256 5.38016 -9.08244  -0.101
C -3.72144 -3.79793 -2.31474  0.094
Cl -4.01742 -2.36853 -3.31571  -0.038
Cl -5.20756 -4.23986 -1.46658  -0.101
Cl -3.22485 -5.14174 -3.35541  -0.120
Cl -2.44822 -3.44291 -1.16428  0.186
C -3.81712 -4.08515 2.29650  0.091
Cl -5.01087 -2.86205 1.82133  -0.098
Cl -4.11480 -4.54796 3.97895  -0.067
Cl -4.02264 -5.50896 1.26188  -0.103
Cl -2.19171 -3.45551 2.13022  -0.018
C -3.30755 1.68414 -5.14703  0.185
Cl -3.52592 3.21741 -6.00013  -0.077
Cl -3.23342 1.98460 -3.41272  -0.026
Cl -4.67769 0.61854 -5.49453  -0.099
Cl -1.81874 0.92054 -5.69403  -0.059
C 7.17917 -1.24796 -1.85235  0.266
Cl 5.71344 -0.90949 -2.77348  -0.050
Cl 8.33199 -2.11761 -2.88171  -0.122
Cl 7.91179 0.27784 -1.33327  -0.081
Cl 6.78590 -2.23126 -0.44994  -0.011
C -0.04166 9.14335 -3.49508  0.244
Cl 1.34656 8.66001 -4.47197  -0.081
Cl -0.36772 7.90952 -2.28459  0.007
Cl 0.30047 10.68417 -2.70111  -0.110
Cl -1.44751 9.32937 -4.55582  -0.106
C -1.80690 -5.32017 9.37358  0.346
Cl -0.81627 -6.65193 8.77962  -0.095
Cl -2.42861 -5.72200 10.98206  -0.115
Cl -0.83835 -3.85378 9.46313  -0.082
Cl -3.16207 -5.06036 8.27370  -0.073

Computed properties:
* HOMO-LUMO gap: 4.911 eV
* molar mass: 2614.24 g mol⁻¹
* HOMO energy: -3.56 eV
* total charge: -1